one | This record from the OMol25 dataset describes 2 unconnected molecules or ions with the total composition C2H8OS. The level of theory is ωB97M-V/def2-TZVPD.

The HOMO energy comes out at -0.3393 Eh. Its structure (SMILES) is CCO.S. Its lowest unoccupied orbital energy is 0.80 eV. As for the HOMO-LUMO gap: 10.04 eV. The multiplicity is 1. As for the total charge: 0.

Cartesian coordinates (Å):
C1 0.326 -1.599 -0.292
C2 1.017 -0.252 0.030
O1 0.049 0.732 -0.444
H1 -0.543 -1.550 0.313
H2 0.870 -2.446 0.024
H3 0.025 -1.723 -1.428
H4 1.137 -0.097 1.032
H5 2.096 -0.015 -0.338
H6 0.212 0.913 -1.393
S1 -2.263 2.197 1.098
H7 -1.969 1.303 0.177
H8 -0.957 2.539 1.220

natural (NBO) population analysis, charges in e, atoms 1 to 8: C -0.622; C -0.061; O -0.753; H 0.216; H 0.206; H 0.204; H 0.177; H 0.163

=====

two | This record from the OMol25 dataset describes 2 unconnected molecules or ions with the total composition C2H8OS. The level of theory is ωB97M-V/def2-TZVPD.

The HOMO energy comes out at -0.3326 Eh. Its structure (SMILES) is CCS.O. Its lowest unoccupied orbital energy is 0.62 eV. As for the HOMO-LUMO gap: 9.67 eV. The multiplicity is 1. As for the total charge: 0.

Cartesian coordinates (Å):
C1 0.000 0.000 0.000
C2 1.187 0.783 0.581
S1 0.948 0.955 2.386
H1 -0.989 0.415 0.257
H2 0.077 -1.014 0.426
H3 0.076 -0.073 -1.098
H4 1.252 1.710 -0.020
H5 2.102 0.191 0.386
H6 1.595 2.139 2.445
O1 -0.291 4.237 -1.802
H7 0.200 3.433 -2.086
H8 -0.373 4.779 -2.619

natural (NBO) population analysis, charges in e, atoms 1 to 8: C -0.617; C -0.515; S -0.048; H 0.218; H 0.205; H 0.208; H 0.212; H 0.206

=====

Most stable to least stable: two, one

=====

one | This record from the OMol25 dataset describes 2 unconnected molecules or ions with the total composition C4H4F2. The level of theory is ωB97M-V/def2-TZVPD.

The HOMO energy comes out at -0.3742 Eh. Its structure (SMILES) is C=C(F)F.C#C. Its lowest unoccupied orbital energy is 1.03 eV. As for the HOMO-LUMO gap: 11.21 eV. The multiplicity is 1. As for the total charge: 0.

Cartesian coordinates (Å):
C1 -0.838 -1.181 0.144
C2 -1.715 -0.217 0.103
F1 -2.985 -0.240 -0.246
F2 -1.375 1.099 0.115
H1 0.230 -0.792 0.223
H2 -1.221 -2.143 0.169
C3 2.353 0.724 -0.573
C4 1.606 1.007 0.331
H3 2.968 0.342 -1.346
H4 0.977 1.402 1.079

natural (NBO) population analysis, charges in e, atoms 1 to 8: C -0.601; C 0.746; F -0.305; F -0.337; H 0.261; H 0.230; C -0.226; C -0.249

=====

two | This record from the OMol25 dataset describes C4H4F2 in the gas phase. The level of theory is ωB97M-V/def2-TZVPD.

The HOMO energy comes out at -0.3231 Eh. Its structure (SMILES) is F/C=C\C=C/F. Its lowest unoccupied orbital energy is 1.07 eV. As for the HOMO-LUMO gap: 9.86 eV. The multiplicity is 1. As for the total charge: 0.

Cartesian coordinates (Å):
F1 -2.373 0.549 -0.072
C1 -1.767 -0.644 -0.010
C2 -0.424 -0.607 0.078
C3 0.414 0.609 0.120
C4 1.742 0.600 0.000
F2 2.401 -0.528 -0.069
H1 -2.484 -1.494 -0.010
H2 0.128 -1.522 0.137
H3 -0.113 1.580 0.125
H4 2.428 1.498 -0.114

natural (NBO) population analysis, charges in e, atoms 1 to 8: F -0.343; C 0.239; C -0.318; C -0.334; C 0.257; F -0.326; H 0.188; H 0.224

=====

Most stable to least stable: two, one

=====

one | This record from the OMol25 dataset describes C5H10N2O in the gas phase. The level of theory is ωB97M-V/def2-TZVPD.

The HOMO energy comes out at -0.3292 Eh. Its structure (SMILES) is O[C@H]1CNC[C@@H]2N[C@H]21. Its lowest unoccupied orbital energy is 0.67 eV. As for the HOMO-LUMO gap: 9.63 eV. The multiplicity is 1. As for the total charge: 0.

Cartesian coordinates (Å):
O1 -2.442 -0.107 -0.262
C1 -1.279 -0.218 0.545
C2 -0.205 -1.232 -0.225
N1 1.200 -0.840 0.477
C3 1.710 0.282 -0.191
C4 0.483 1.132 -0.300
N2 -0.303 2.315 0.040
C5 -0.455 0.911 0.822
H1 -2.533 -1.149 -0.468
H2 -1.532 -0.726 1.471
H3 -0.184 -2.318 0.040
H4 -0.067 -1.034 -1.457
H5 1.853 -1.554 0.369
H6 2.074 0.061 -1.235
H7 2.728 0.601 0.395
H8 -0.030 0.638 -1.041
H9 -1.107 2.327 -0.693
H10 0.089 0.911 1.713

natural (NBO) population analysis, charges in e, atoms 1 to 8: O -0.693; C 0.077; C -0.306; N -0.624; C -0.217; C -0.111; N -0.523; C -0.131

=====

two | This record from the OMol25 dataset describes a molecular structure, C5H10N2O. The level of theory is ωB97M-V/def2-TZVPD.

The HOMO energy comes out at -0.3407 Eh. Its lowest unoccupied orbital energy is 0.85 eV. As for the HOMO-LUMO gap: 10.12 eV. The multiplicity is 1. As for the total charge: 0.

Cartesian coordinates (Å):
C1 -0.148 -0.324 1.588
C2 1.759 -0.449 -0.056
C3 0.004 1.381 -0.289
C4 0.311 -0.012 0.165
N1 -1.865 -0.913 -0.634
C5 -0.601 -0.346 -1.049
O1 0.391 2.558 0.175
N2 -0.778 1.098 -1.263
H1 -0.042 3.245 -0.360
H2 -1.890 -1.928 -0.689
H3 -2.620 -0.575 -1.228
H4 -0.137 -0.838 -1.909
H5 0.525 0.133 2.322
H6 -0.156 -1.404 1.768
H7 -1.153 0.062 1.790
H8 2.117 -0.179 -1.056
H9 2.427 0.024 0.672
H10 1.856 -1.535 0.050

natural (NBO) population analysis, charges in e, atoms 1 to 8: C -0.603; C -0.602; C 0.559; C -0.129; N -0.852; C 0.105; O -0.652; N -0.509

=====

three | This record from the OMol25 dataset describes C5H10N2O in the gas phase. The level of theory is ωB97M-V/def2-TZVPD.

The HOMO energy comes out at -0.3108 Eh. Its structure (SMILES) is O[C@H]1CNC[C@@H]2N[C@H]21. Its lowest unoccupied orbital energy is 0.92 eV. As for the HOMO-LUMO gap: 9.38 eV. The multiplicity is 1. As for the total charge: 0.

Cartesian coordinates (Å):
O1 -1.890 -0.919 -0.606
C1 -1.017 -0.800 0.423
C2 0.347 -1.507 -0.046
N1 1.534 -0.609 0.140
C3 1.541 0.826 -0.269
C4 0.107 1.140 -0.527
N2 -1.293 1.603 -0.009
C5 -0.592 0.583 0.677
H1 -2.368 0.118 -0.832
H2 -1.610 -1.365 1.216
H3 0.345 -2.369 0.510
H4 0.255 -1.901 -1.049
H5 2.406 -1.084 0.090
H6 2.089 1.048 -1.166
H7 2.069 1.385 0.504
H8 -0.155 0.644 -1.502
H9 -1.514 2.491 0.680
H10 -0.254 0.715 1.768

natural (NBO) population analysis, charges in e, atoms 1 to 8: O -0.743; C 0.085; C -0.236; N -0.669; C -0.214; C -0.134; N -0.591; C -0.103

=====

Most stable to least stable: two, three, one

=====

one | This record from the OMol25 dataset describes a molecular structure, C3H8N2S. The level of theory is ωB97M-V/def2-TZVPD.

The HOMO energy comes out at -0.3296 Eh. Its lowest unoccupied orbital energy is 0.50 eV. As for the HOMO-LUMO gap: 9.47 eV. The multiplicity is 1. As for the total charge: 0.

Cartesian coordinates (Å):
C1 2.311 -0.645 -0.032
C2 -0.179 -0.537 -0.211
C3 -1.135 1.542 -0.033
H1 2.439 -1.044 1.134
H2 2.107 -1.611 -0.984
H3 3.052 0.220 -0.579
H4 -0.069 -1.556 -0.553
H5 0.136 1.524 -0.198
H6 -1.179 1.717 1.014
H7 -1.809 2.041 -0.542
H8 -2.423 -1.272 1.318
N1 0.904 0.156 0.145
N2 -1.351 0.179 -0.431
S1 -2.802 -0.715 -0.049

natural (NBO) population analysis, charges in e, atoms 1 to 8: C -0.476; C 0.250; C -0.478; H 0.240; H 0.178; H 0.241; H 0.185; H 0.298

=====

two | This record from the OMol25 dataset describes C3H8N2S in the gas phase. The level of theory is ωB97M-V/def2-TZVPD.

The HOMO energy comes out at -0.3253 Eh. Its structure (SMILES) is CNC/C=N\S. Its lowest unoccupied orbital energy is 0.78 eV. As for the HOMO-LUMO gap: 9.63 eV. The multiplicity is 1. As for the total charge: 0.

Cartesian coordinates (Å):
C1 -2.264 -0.504 0.127
N1 -1.205 0.503 -0.289
C2 0.232 -0.113 -0.049
C3 1.115 1.065 0.339
N2 2.355 1.034 0.001
S1 3.023 -0.574 -0.003
H1 -3.319 -0.234 0.064
H2 -1.834 -0.672 1.289
H3 -2.311 -1.549 -0.240
H4 -1.347 0.970 -1.242
H5 0.683 -0.711 -0.855
H6 -0.076 -0.813 0.853
H7 0.650 1.963 0.421
H8 4.299 -0.363 -0.415

natural (NBO) population analysis, charges in e, atoms 1 to 8: C -0.414; N -0.661; C -0.316; C 0.076; N -0.505; S 0.127; H 0.211; H 0.175

=====

Most stable to least stable: two, one